Entry 1
C32H48ClO28 | ωB97M-V/def2-TZVPD

HOMO-LUMO gap: 8.35 eV
LUMO: 1.66 eV
Total charge: -1
E_HOMO: -6.696 eV

Geometry as XYZ:
```
109
Properties=species:S:1:pos:R:3:mulliken_charge:R:1
Cl 0.6318 0.0579 0.3730 1.562
O 2.1011 -5.7274 3.6114 -0.350
O 0.7767 -5.9961 -5.5780 -0.542
O 2.6074 4.6734 -7.8254 -0.562
O 2.4397 -5.9745 -3.9956 -0.352
O 2.0099 6.9526 5.7387 -0.341
O 0.2757 6.5807 7.1849 -0.568
O 3.8391 6.2984 -0.2129 -0.358
O -4.2429 -5.3914 -2.3628 -0.357
O -0.6159 -0.3300 7.2781 -0.307
O -3.4676 3.5176 -3.2443 -0.375
O -4.3635 -5.8243 -4.5735 -0.649
O -4.3651 1.4947 -3.2583 -0.320
O -3.2797 2.2685 -5.1095 -0.590
O -2.9363 -4.3548 -3.6813 -0.290
O 1.0978 -1.2669 0.2796 -0.652
O 0.0062 -5.7895 4.4331 -0.290
O 1.5901 2.8457 -7.1710 -0.303
O 0.4386 -7.1057 2.7080 -0.605
O 5.0494 4.3454 -0.5511 -0.589
O 0.7899 -7.3853 -3.7729 -0.363
O 1.3786 0.6401 1.4271 -0.664
O 0.8432 0.7996 -0.8182 -0.586
O 3.6302 3.2425 -6.3974 -0.341
O -1.5231 -1.7793 8.7071 -0.645
O 3.5665 5.0753 -2.0211 -0.277
O 0.6467 5.2338 5.3799 -0.310
O -2.5165 -1.0595 6.7190 -0.359
O -0.7824 -0.0503 0.6349 -0.656
C 2.8236 6.9170 -0.9560 -0.424
C 1.3680 -7.2804 -2.4551 0.510
C 1.3133 -6.4592 -4.5907 0.674
C 2.4939 -6.3749 -2.6250 -0.273
C 1.4102 0.4799 -6.7006 -1.551
C 0.9319 6.2818 6.2018 0.607
C -3.6305 2.3946 -3.9481 0.665
C 4.2464 5.1936 -0.9285 0.658
C -2.6551 -3.7203 -2.4325 -0.310
C -3.2762 0.2792 4.9700 -1.467
C 2.5787 3.6836 -7.1736 0.634
C 2.1958 -5.0267 4.8054 0.525
C -1.5892 -1.0911 7.6566 0.737
C 2.3941 6.4526 4.5015 -0.362
C -4.7600 2.0294 -2.0250 -0.353
C 2.6789 6.1824 -2.1632 0.664
C 1.1926 5.8113 -2.4018 -1.392
C -4.9530 4.5551 -1.6353 -1.530
C -3.8041 -5.2932 -3.5895 0.694
C -0.9300 0.4669 6.2016 -0.450
C -3.7883 -4.3347 -1.5932 0.372
C 0.6742 -4.8724 5.2020 -0.347
C 0.6396 4.9855 3.0759 -1.395
C 2.8476 -3.6451 4.6263 -1.381
C -2.0445 -0.3558 5.5427 0.588
C 1.7885 1.9081 -6.2287 0.442
C 3.3048 2.0374 -5.8476 -0.348
C -4.1102 3.3939 -1.9550 0.583
C 1.7059 -8.7128 -1.9978 -1.513
C 1.5194 5.1534 4.3521 0.539
C 0.8200 -6.2990 3.5563 0.685
C -3.4610 -4.8996 -0.1824 -1.336
H -4.6362 -3.6518 -1.6459 0.278
H 0.5365 6.6277 -2.7039 0.371
H 1.2849 4.6846 2.2506 0.359
H 3.0383 6.8738 -2.9253 0.183
H 2.3023 -5.5939 -1.8892 0.290
H 2.7618 -5.6828 5.4667 0.267
H 3.4215 -6.9290 -2.4815 0.278
H 1.9466 0.2302 -7.6160 0.371
H 2.1972 -3.0122 4.0226 0.356
H 3.1612 7.9140 -1.2390 0.292
H -4.0655 -0.4656 4.8679 0.337
H -4.3233 -5.0463 0.4681 0.341
H 3.4640 6.2539 4.5646 0.278
H 2.2766 7.2110 3.7275 0.213
H 3.7453 -3.6484 4.0082 0.348
H -2.8464 -4.2263 0.4152 0.379
H -0.1522 0.5476 5.4423 0.303
H -5.5586 4.6988 -2.5301 0.383
H -2.7426 -2.6367 -2.5114 0.260
H 0.0756 5.8928 2.8595 0.352
H 1.8060 -0.2658 -6.0111 0.404
H -3.0692 0.7450 4.0065 0.389
H 0.8112 5.2171 -1.5715 0.349
H 3.0419 -3.1813 5.5934 0.347
H 2.2660 -9.3459 -2.6860 0.357
H -1.6178 -1.0669 4.8353 0.216
H -5.8416 2.1519 -1.9680 0.258
H 0.3258 0.3792 -6.7442 0.355
H -1.7100 -3.9599 -1.9453 0.271
H -5.6484 4.3544 -0.8203 0.373
H 1.0693 5.1717 -3.2757 0.264
H 0.6119 -6.8388 -1.8059 0.162
H 3.5736 1.8688 -4.8048 0.352
H -3.5677 1.0812 5.6482 0.359
H -3.3660 3.3452 -1.1601 0.243
H 1.9224 6.9269 -0.3430 0.261
H -4.3698 5.4724 -1.5541 0.341
H 0.4551 -4.9953 6.2626 0.298
H 3.8385 1.2912 -6.4363 0.290
H -0.0461 4.1381 3.0770 0.353
H -2.9664 -5.8509 -0.3781 0.345
H -4.3105 1.4039 -1.2538 0.322
H 2.1958 4.3005 4.4079 0.275
H 2.2295 -8.7761 -1.0439 0.409
H -1.2036 1.4766 6.5079 0.299
H 0.2710 -3.9098 4.8873 0.143
H 0.7263 -9.1258 -1.7571 0.362
H 1.1349 2.1193 -5.3823 0.253
```


Entry 2
C32H48ClO28 | ωB97M-V/def2-TZVPD

HOMO-LUMO gap: 10.28 eV
LUMO: 1.85 eV
Total charge: -1
E_HOMO: -8.429 eV

Geometry as XYZ:
```
109
Properties=species:S:1:pos:R:3:mulliken_charge:R:1
Cl 0.3593 -0.5836 0.6631 1.038
O 0.8405 2.6382 -3.7832 -0.375
O -0.1054 5.1855 -0.2744 -0.314
O -0.9864 6.2153 1.5427 -0.551
O 7.6534 1.8591 0.4116 -0.558
O 1.3439 -5.5963 1.6817 -0.409
O -3.5499 -4.2541 0.6042 -0.279
O 6.5779 -0.0920 0.7058 -0.414
O 0.0029 -3.8156 -4.3567 -0.448
O -0.4012 -5.1284 0.4655 -0.252
O -1.3711 -2.8407 -2.9433 -0.035
O -0.6664 -0.9025 -0.3230 -0.347
O -4.3330 3.1213 -1.2908 -0.500
O -1.2044 2.0057 5.9487 -0.427
O 0.9775 1.6643 5.8469 -0.412
O 5.4738 1.6717 -0.0084 -0.416
O -1.1612 1.7965 -3.4905 -0.280
O -3.2909 1.2606 -0.7853 -0.088
O 1.5945 -1.2553 0.3084 -0.389
O 0.9048 5.0199 1.6656 -0.391
O -0.1347 -1.0095 1.9407 -0.751
O -2.1268 -3.4991 -4.9563 -0.572
O -0.8033 4.0037 -3.1645 -0.533
O -5.5231 -5.2495 1.0550 -0.636
O -5.3619 -3.5612 -0.4210 -0.417
O -5.2659 1.1302 -1.8314 -0.554
O 0.0207 2.3435 7.7776 -0.544
O 1.5281 -5.7216 -0.5568 -0.571
O 0.4380 0.8651 0.5881 -0.245
C 0.4341 -4.9712 2.6549 0.053
C -0.1440 5.5663 1.0246 0.494
C -4.5564 -1.6441 -1.5902 -1.423
C 1.0407 1.2050 -3.9273 0.159
C -1.6998 2.1530 3.5867 -0.727
C 6.6624 1.2137 0.4064 0.499
C -4.2845 -3.1033 -1.2745 0.637
C -2.4157 2.2416 -0.2681 1.605
C 1.9743 5.2224 -1.4988 -1.730
C -3.0564 3.5336 -0.8137 1.422
C -3.0483 -3.2625 -0.3628 0.555
C 1.0608 4.4282 -0.5702 2.137
C -0.7580 -4.6033 1.7280 0.300
C 2.1525 -3.3376 -3.4114 -1.385
C 0.7465 -3.8222 -3.1102 0.582
C 0.8904 -5.4901 0.4221 0.597
C -1.0127 1.3710 4.6787 0.558
C 4.7354 -0.8576 2.0758 -1.238
C 1.6634 4.1734 0.8186 -0.042
C 5.2120 -0.5711 0.6669 0.639
C -3.2236 4.6846 0.1770 -1.471
C 4.4784 0.6671 0.0780 0.296
C -4.8627 -4.4433 0.4513 0.513
C -0.1723 -2.9641 -2.2345 2.371
C 1.2019 -3.8152 3.2873 -1.034
C 1.6668 0.8151 -2.5827 -0.266
C -0.0720 2.0127 6.6481 0.544
C -4.3953 1.7697 -1.3355 0.399
C -1.2501 -3.3768 -4.1872 0.361
C -0.4496 2.9172 -3.4727 0.659
C 0.4988 1.1838 4.5868 0.439
C -0.4222 0.7978 -4.1764 -0.131
H 2.7559 4.5947 -1.9432 0.321
H 2.6534 -2.9078 -2.5468 0.227
H 2.0802 -2.5488 -4.1608 0.390
H 2.6834 4.5689 0.8469 0.351
H -0.7703 0.8103 -5.2140 0.323
H 0.7731 0.1454 4.4181 0.002
H -3.0466 5.7022 -0.1646 0.287
H 0.6679 -4.8322 -2.7108 0.374
H -0.2589 -3.3159 -1.2029 -1.200
H 1.6950 3.1517 1.1958 -0.048
H 2.6861 -4.1899 -3.8247 0.357
H -1.4283 2.2296 -0.7430 -0.578
H -2.1369 2.1110 0.7747 -0.860
H 3.9771 -1.6355 2.0109 0.164
H 2.5387 6.0292 -1.0270 0.474
H 5.5350 -1.2082 2.7337 0.432
H -1.6577 -4.9562 2.2306 0.412
H -4.3358 -3.6989 -2.1853 0.343
H 1.4116 5.5404 -2.3766 0.386
H -1.4286 3.2065 3.6973 0.326
H 3.7384 1.0820 0.7639 0.029
H 2.1357 -4.1191 3.7438 0.464
H 4.0148 0.4094 -0.8737 -0.218
H -5.5764 -1.4709 -1.9240 0.506
H -3.8422 -1.2879 -2.3309 0.238
H 1.3051 1.4483 -1.7742 -0.299
H 5.0284 -1.4105 0.0038 0.379
H 1.7119 -0.2507 -2.3877 0.150
H 0.9344 3.5041 -1.1310 -1.223
H -1.4069 0.3517 4.7338 0.181
H 0.2316 -5.7698 3.3651 0.377
H 4.3413 0.0013 2.6205 0.310
H -4.4576 -1.0480 -0.6849 0.252
H -1.2533 1.8869 2.6252 -0.334
H -2.5540 4.4990 1.0180 0.107
H -2.7689 1.9716 3.5582 0.393
H -2.2107 -3.6897 -0.8888 -0.150
H -0.6572 -0.1887 -3.7721 -0.295
H 1.6684 0.8872 -4.7556 0.535
H 2.6718 1.2547 -2.6502 0.363
H 0.2523 -1.9809 -1.9695 -1.154
H -2.8466 -2.3798 0.2363 -0.141
H 0.9219 1.8071 3.7933 -0.101
H -0.8728 -3.5342 1.5306 -0.274
H 1.1724 -2.9510 2.6312 0.016
H 0.5539 -3.5820 4.1472 0.372
H -4.1989 4.7970 0.6644 0.393
H -2.4557 4.0017 -1.5951 -0.055
```


Short version: entry 1 is the least stable of them.


Entry 1
C5H12NS | ωB97M-V/def2-TZVPD

HOMO-LUMO gap: 8.66 eV
LUMO: -3.70 eV
Total charge: +1
E_HOMO: -12.360 eV
SMILES: CC(C)([NH3+])CC=S

Geometry as XYZ:
```
19
Properties=species:S:1:pos:R:3:mulliken_charge:R:1
S 3.1135 0.1217 -0.3234 -0.193
N -1.4936 -0.0218 0.0408 -0.255
C 0.7223 -1.1369 0.0284 -0.968
C 0.1955 1.2396 -0.9654 -1.720
C 0.0136 0.2476 0.1412 1.026
C 0.4042 0.9010 1.5327 -1.543
C 2.2845 -1.1661 -0.2457 -0.246
H -1.9824 0.1950 1.0017 0.427
H -1.7679 -1.1292 0.0187 0.440
H 0.3098 -1.8050 0.8434 0.388
H 2.6408 -2.1527 -0.4239 0.397
H 0.9521 1.9553 -0.5890 0.375
H -0.3222 1.6776 1.6214 0.545
H 0.5770 0.8887 -1.9279 0.289
H -1.8694 0.5938 -0.6659 0.276
H -0.7241 1.8153 -1.0954 0.592
H 1.4083 1.3488 1.3904 0.395
H 0.3574 -1.6599 -0.9458 0.363
H 0.2651 0.1790 2.2825 0.411
```


Entry 2
C5H12NS | ωB97M-V/def2-TZVPD

HOMO-LUMO gap: 7.62 eV
LUMO: -5.02 eV
Total charge: +1
E_HOMO: -12.638 eV

Geometry as XYZ:
```
19
Properties=species:S:1:pos:R:3:mulliken_charge:R:1
S 1.8543 1.9938 0.3575 -0.281
N 0.2789 -1.6250 -0.5851 0.028
C -1.7862 -2.3203 -1.5306 -0.729
C -0.8196 1.7536 0.9164 -0.955
C 0.5272 1.9135 1.6087 -0.344
C 1.4438 -1.1354 -0.7574 -0.277
C -0.8751 -1.3776 -1.3978 0.039
H 2.2374 -1.4792 -0.1078 0.302
H -0.8924 -0.4142 -1.8891 0.379
H 2.8879 1.6916 1.1548 0.160
H -0.9445 0.7427 0.5293 0.132
H 0.5535 2.8369 2.1807 0.379
H -2.6006 -2.1600 -2.2200 0.259
H -0.9486 2.4703 0.1063 0.348
H -1.6241 1.9218 1.6331 0.330
H 0.1417 -2.2503 0.2094 0.315
H -1.7493 -3.2433 -0.9653 0.262
H 1.6093 -0.4052 -1.5370 0.333
H 0.7065 1.0863 2.2940 0.318
```


Short version: entry 1 is the least stable of them.


Entry 1
C5H12NS | ωB97M-V/def2-TZVPD

HOMO-LUMO gap (alpha / beta): 7.91 / 7.91 eV
LUMO (alpha / beta): -5.66 / -5.66 eV
Total charge: +1
E_HOMO (alpha / beta): -13.567 / -13.567 eV

Geometry as XYZ:
```
19
Properties=species:S:1:pos:R:3:mulliken_charge:R:1
S -1.2375 1.7286 0.4775 -0.092
N 0.0116 0.7873 -0.1848 0.259
C -0.9898 -0.0896 0.3363 0.669
C -1.7752 -0.8421 -0.6748 -1.426
C 1.9886 1.2179 0.7167 -0.527
C -0.8259 -0.8408 1.6568 -1.267
C 0.4116 0.7938 -1.6176 -0.909
H 0.7726 1.8633 -2.0088 0.274
H -0.4925 0.6207 -2.2952 0.382
H -2.4898 -0.1801 -1.3510 0.329
H -0.9763 -1.3675 -1.3245 0.360
H 2.7408 0.8316 0.1095 0.299
H 2.0711 0.9165 1.7379 0.330
H -0.9673 -1.8430 1.2300 0.383
H -1.6729 -0.5008 2.1696 0.366
H 0.0956 -0.6249 2.1089 0.366
H 1.2600 0.0280 -1.8104 0.374
H -2.3578 -1.5801 -0.0398 0.458
H 1.6266 2.1217 0.5161 0.374
```


Entry 2
C5H12NS | ωB97M-V/def2-TZVPD

HOMO-LUMO gap: 10.28 eV
LUMO: -3.18 eV
Total charge: +1
E_HOMO: -13.461 eV
SMILES: C[C@@H]1S[C@H]1[NH+](C)C

Geometry as XYZ:
```
19
Properties=species:S:1:pos:R:3:mulliken_charge:R:1
S -1.6857 -1.4735 0.2695 -0.050
N 0.9235 -0.3541 -0.3083 -0.066
C 1.5064 -1.6853 0.1020 -0.866
C 1.9894 0.7860 -0.2338 -0.606
C -1.7894 0.2892 -0.3594 -0.306
C -2.7057 1.2368 0.3054 -1.053
C -0.3542 -0.2842 0.4232 -0.426
H 1.9449 1.3308 0.7508 0.264
H 0.6859 -0.5554 -1.4022 0.426
H -2.8660 0.9570 1.4065 0.303
H 1.8800 1.4702 -1.0124 0.351
H -1.7139 0.2301 -1.4953 0.386
H 1.9484 -1.5432 1.1191 0.410
H -2.1851 2.1899 0.1610 0.291
H 0.7199 -2.3471 0.0399 0.330
H -0.0600 0.1128 1.3761 0.545
H -3.5798 1.2878 -0.2682 0.367
H 2.4110 -1.8060 -0.5072 0.407
H 2.9305 0.1581 -0.3667 0.293
```


Entry 3
C5H12NS | ωB97M-V/def2-TZVPD

HOMO-LUMO gap (alpha / beta): 7.97 / 7.96 eV
LUMO (alpha / beta): -5.65 / -5.66 eV
Total charge: +1
E_HOMO (alpha / beta): -13.623 / -13.620 eV

Geometry as XYZ:
```
19
Properties=species:S:1:pos:R:3:mulliken_charge:R:1
S -2.1082 0.6172 0.2884 0.113
N -0.2529 -1.3499 0.0815 0.155
C -1.9381 1.8147 -0.7747 -0.372
C 0.9607 -1.9977 0.4428 -0.945
C 1.6448 2.3152 1.0032 -0.767
C -0.6054 -0.2243 0.5465 0.113
C -0.9768 -1.9124 -1.0857 -0.938
H 1.5051 1.5934 1.8879 0.218
H -2.5873 2.6048 -0.4291 0.315
H 0.9614 -3.0917 0.2517 0.372
H 1.7807 -1.6430 -0.1277 0.378
H 1.1067 -1.8899 1.4916 0.368
H -1.5523 -1.1670 -1.5950 0.382
H -0.2361 -2.2787 -1.8371 0.355
H -1.5289 -2.7623 -0.8156 0.344
H 1.2687 3.2874 1.1646 0.311
H 0.9307 1.9566 0.2122 -0.017
H 2.6746 2.2477 0.7141 0.302
H -1.0475 1.8799 -1.4196 0.312
```


Short version: entry 1 is the least stable of them.